{
  "formula": "C54H66N6O34PY",
  "method": "ωB97M-V/def2-TZVPD",
  "elements": ["Y", "P", "O", "O", "O", "O", "C", "O", "N", "C", "C", "H", "H", "H", "H", "H", "H", "H", "C", "O", "N", "C", "C", "H", "H", "H", "H", "H", "H", "H", "C", "O", "N", "C", "C", "H", "H", "H", "H", "H", "H", "H", "C", "O", "N", "C", "C", "H", "H", "H", "H", "H", "H", "H", "C", "O", "N", "C", "C", "H", "H", "H", "H", "H", "H", "H", "C", "O", "N", "C", "C", "H", "H", "H", "H", "H", "H", "H", "C", "C", "C", "O", "C", "C", "C", "O", "O", "O", "H", "H", "H", "H", "C", "C", "C", "O", "C", "C", "C", "O", "O", "O", "H", "H", "H", "H", "C", "C", "C", "O", "C", "C", "C", "O", "O", "O", "H", "H", "H", "H", "C", "C", "C", "O", "C", "C", "C", "O", "O", "O", "H", "H", "H", "H", "C", "C", "C", "O", "C", "C", "C", "O", "O", "O", "H", "H", "H", "H", "C", "C", "C", "O", "C", "C", "C", "O", "O", "O", "H", "H", "H", "H"],
  "xyz": [[-14.788, 8.858, 8.133], [-12.927, 7.043, 8.384], [-13.228, 8.123, 9.497], [-11.882, 5.966, 8.609], [-12.779, 8.224, 7.314], [-14.349, 6.648, 8.008], [-14.095, 11.407, 10.718], [-14.572, 10.546, 9.983], [-14.797, 12.053, 11.651], [-14.188, 13.108, 12.455], [-16.168, 11.771, 12.022], [-13.063, 11.759, 10.592], [-14.734, 14.052, 12.446], [-13.193, 13.321, 12.062], [-14.067, 12.749, 13.478], [-16.224, 11.887, 13.104], [-16.767, 12.535, 11.522], [-16.443, 10.745, 11.786], [-8.093, 9.405, 9.122], [-7.186, 10.215, 9.293], [-7.982, 8.383, 8.253], [-8.896, 7.244, 8.258], [-6.939, 8.267, 7.277], [-8.938, 9.405, 9.821], [-8.997, 6.705, 7.316], [-9.870, 7.396, 8.722], [-8.473, 6.455, 8.895], [-6.151, 9.011, 7.373], [-6.385, 7.346, 7.502], [-7.289, 8.170, 6.248], [-14.656, 8.929, 4.605], [-14.719, 9.298, 5.783], [-15.546, 9.364, 3.705], [-16.609, 10.254, 4.166], [-15.583, 8.742, 2.379], [-13.959, 8.187, 4.193], [-17.284, 10.490, 3.348], [-16.259, 11.121, 4.722], [-17.173, 9.709, 4.930], [-15.367, 9.406, 1.545], [-15.028, 7.804, 2.378], [-16.572, 8.335, 2.138], [-17.712, 7.149, 7.181], [-16.799, 7.975, 7.230], [-17.745, 6.126, 6.336], [-16.727, 6.020, 5.269], [-18.844, 5.206, 6.349], [-18.616, 7.307, 7.784], [-16.704, 5.048, 4.789], [-15.796, 6.320, 5.749], [-16.994, 6.772, 4.522], [-19.448, 5.191, 7.259], [-19.618, 5.335, 5.585], [-18.570, 4.153, 6.255], [-16.773, 7.911, 11.015], [-16.115, 8.164, 10.010], [-18.039, 8.336, 11.225], [-18.645, 8.076, 12.508], [-18.739, 9.156, 10.252], [-16.375, 7.331, 11.856], [-18.027, 7.369, 13.056], [-19.610, 7.613, 12.291], [-18.742, 9.013, 13.059], [-18.263, 9.102, 9.277], [-19.690, 8.624, 10.146], [-18.920, 10.155, 10.646], [-12.764, 11.908, 7.623], [-13.554, 10.987, 7.662], [-13.016, 13.067, 6.984], [-11.944, 13.921, 6.548], [-14.341, 13.321, 6.420], [-11.755, 11.857, 8.061], [-11.518, 13.736, 5.550], [-11.020, 13.797, 7.114], [-12.306, 14.945, 6.447], [-15.151, 12.887, 7.006], [-14.567, 14.361, 6.204], [-14.397, 12.694, 5.523], [-9.255, 10.822, 3.749], [-9.048, 11.676, 4.741], [-9.431, 11.363, 6.140], [-9.166, 12.026, 7.133], [-10.289, 10.197, 6.193], [-10.381, 9.218, 5.269], [-9.895, 9.461, 3.836], [-10.024, 8.763, 2.861], [-11.073, 8.105, 5.456], [-8.412, 12.863, 4.649], [-8.903, 11.006, 2.741], [-10.866, 9.918, 7.070], [-11.640, 8.175, 6.300], [-8.413, 13.330, 5.496], [-14.210, 4.866, 11.136], [-13.933, 3.726, 10.449], [-14.610, 2.420, 10.699], [-14.345, 1.350, 10.198], [-15.729, 2.518, 11.648], [-15.974, 3.616, 12.350], [-15.144, 4.857, 12.216], [-15.228, 5.756, 13.056], [-17.051, 3.686, 13.203], [-13.156, 3.714, 9.380], [-13.744, 5.772, 10.776], [-16.415, 1.706, 11.848], [-16.852, 4.466, 13.747], [-12.688, 4.577, 9.263], [-7.329, 5.172, 12.171], [-7.419, 6.470, 12.439], [-8.677, 7.251, 12.268], [-8.819, 8.396, 12.628], [-9.743, 6.460, 11.596], [-9.668, 5.144, 11.321], [-8.418, 4.330, 11.589], [-8.283, 3.152, 11.367], [-10.636, 4.558, 10.583], [-6.433, 7.128, 13.070], [-6.452, 4.591, 12.424], [-10.608, 6.975, 11.201], [-10.908, 5.126, 9.838], [-6.541, 8.079, 12.921], [-14.911, 3.363, 6.423], [-15.764, 3.359, 7.455], [-16.821, 2.266, 7.659], [-17.726, 2.257, 8.452], [-16.620, 1.119, 6.743], [-15.724, 1.128, 5.744], [-14.782, 2.236, 5.483], [-13.981, 2.264, 4.571], [-15.675, 0.033, 4.936], [-15.877, 4.323, 8.391], [-14.196, 4.172, 6.415], [-17.101, 0.166, 6.911], [-14.986, 0.137, 4.265], [-15.466, 5.165, 8.095], [-11.042, 11.416, 13.323], [-11.853, 10.726, 14.142], [-12.506, 9.444, 13.813], [-13.163, 8.832, 14.652], [-12.291, 8.988, 12.465], [-11.385, 9.636, 11.636], [-10.684, 10.889, 12.007], [-9.835, 11.403, 11.304], [-11.133, 9.142, 10.420], [-12.135, 11.160, 15.384], [-10.560, 12.319, 13.670], [-12.826, 8.114, 12.120], [-11.891, 8.542, 10.133], [-12.631, 10.501, 15.892], [-12.079, 5.115, 5.387], [-11.167, 4.202, 5.782], [-10.194, 3.585, 4.822], [-9.315, 2.803, 5.103], [-10.517, 3.939, 3.437], [-11.464, 4.824, 3.042], [-12.334, 5.502, 4.000], [-13.216, 6.345, 3.839], [-11.518, 5.217, 1.731], [-10.980, 3.976, 7.115], [-12.677, 5.549, 6.175], [-9.812, 3.553, 2.710], [-10.624, 5.127, 1.385], [-11.449, 4.687, 7.598]],
  "energy_ha": -5363.93061,
  "homo_energy_ev": -8.26,
  "lumo_energy_ev": -1.17
}

=====

{
  "formula": "C4H8N2O",
  "method": "ωB97M-V/def2-TZVPD",
  "elements": ["C", "C", "C", "N", "C", "O", "N", "H", "H", "H", "H", "H", "H", "H", "H"],
  "xyz": [[-1.784, 0.375, -0.436], [1.343, -0.192, -0.730], [-0.533, -0.322, 0.031], [-0.728, -1.178, 1.126], [0.944, 0.777, 0.285], [2.583, -0.484, -1.149], [0.286, -0.889, -0.992], [3.195, 0.205, -0.858], [-1.253, -0.805, 1.906], [0.087, -1.697, 1.425], [-2.463, -0.356, -0.888], [-1.551, 1.126, -1.192], [-2.304, 0.864, 0.392], [0.625, 1.739, -0.108], [1.553, 0.837, 1.188]],
  "energy_ha": -341.90891,
  "homo_energy_ev": -8.25,
  "lumo_energy_ev": 0.66,
  "e_above_lowest_ev": 2.578
}

=====

{
  "formula": "C3H8O4",
  "method": "ωB97M-V/def2-TZVPD",
  "elements": ["O", "C", "O", "C", "C", "O", "H", "H", "H", "H", "H", "H", "H", "H", "O"],
  "xyz": [[-1.745, -0.294, -1.356], [-0.864, 0.282, -0.793], [0.414, -0.145, -0.781], [-1.094, 1.535, 0.016], [0.099, 2.347, 0.463], [0.974, 1.634, 1.330], [0.648, -0.699, -1.537], [-1.616, 1.190, 0.902], [-1.843, 2.144, -0.496], [-0.220, 3.181, 1.081], [0.687, 2.689, -0.384], [1.279, 0.809, 0.930], [0.451, -4.446, 0.159], [1.612, -5.363, -0.130], [1.218, -4.865, 0.594]],
  "energy_ha": -420.07050,
  "homo_energy_ev": -10.48,
  "smiles": "O=C(O)CCO.O",
  "lumo_energy_ev": 0.31,
  "e_above_lowest_ev": 0.569
}

=====

{
  "formula": "C6H12O2Si",
  "method": "ωB97M-V/def2-TZVPD",
  "elements": ["C", "C", "C", "C", "C", "C", "O", "O", "Si", "H", "H", "H", "H", "H", "H", "H", "H", "H", "H", "H", "H"],
  "xyz": [[-2.782, -0.431, -0.013], [1.689, -1.313, 0.255], [0.929, -1.221, -1.048], [0.917, -0.925, 1.499], [0.538, 0.223, -1.247], [-0.830, 2.702, 0.196], [-2.837, -1.599, -0.241], [0.214, 0.322, 1.482], [-0.554, 0.856, 0.131], [-3.684, 0.080, -0.078], [1.959, -2.400, 0.545], [2.519, -0.677, 0.024], [1.550, -1.453, -1.821], [0.080, -1.924, -0.957], [0.105, -1.592, 1.689], [1.465, -1.072, 2.437], [1.475, 0.866, -1.153], [0.079, 0.397, -2.195], [0.038, 3.404, 0.186], [-1.395, 2.886, -0.776], [-1.475, 2.871, 1.084]],
  "energy_ha": -675.74192,
  "homo_energy_ev": -7.80,
  "lumo_energy_ev": 0.77,
  "e_above_lowest_ev": 2.320
}

=====

{
  "formula": "C5H5O2",
  "method": "ωB97M-V/def2-TZVPD",
  "elements": ["C", "C", "C", "C", "C", "O", "O", "H", "H", "H", "H", "H"],
  "xyz": [[0.105, 1.463, 0.015], [1.218, 0.627, -0.003], [-1.101, 0.768, -0.030], [0.661, -0.934, -0.070], [-0.830, -0.783, -0.064], [2.437, 0.859, -0.092], [-2.267, 1.167, -0.101], [0.320, 2.519, 0.257], [0.966, -1.604, -0.924], [0.911, -1.560, 0.832], [-1.133, -0.996, 0.956], [-1.288, -1.526, -0.777]],
  "energy_ha": -344.03584,
  "homo_energy_ev": -3.57,
  "smiles": "O=C1C=C([O-])CC1",
  "lumo_energy_ev": 4.40,
  "e_above_lowest_ev": 0.000,
  "charge": -1
}